Entry 1:
C6H18KO10P as an isolated structure in a non-equilibrium geometry, computed with ωB97M-V/def2-TZVPD.

CARTESIAN COORDINATES (ANGSTROEM)
K  -0.729  0.476  0.496
P  -0.896  -2.880  0.954
O  -1.330  -1.745  1.940
O  -2.158  -3.154  0.033
O  -0.473  -4.141  1.697
O  0.285  -2.298  0.079
C  2.818  -0.482  0.570
C  3.571  -1.804  0.460
O  3.035  -2.735  -0.507
O  1.685  -0.560  1.401
H  2.528  -0.087  -0.418
H  3.516  0.242  1.032
H  3.665  -2.337  1.412
H  4.601  -1.605  0.097
H  2.037  -2.665  -0.506
H  1.108  -1.363  1.097
C  1.784  4.871  -0.987
C  1.159  3.493  -1.012
O  0.701  3.065  0.236
O  2.926  4.951  -0.162
H  1.065  5.631  -0.648
H  2.089  5.127  -2.002
H  1.973  2.821  -1.327
H  0.360  3.432  -1.742
H  1.423  3.156  0.868
H  2.633  4.862  0.751
C  -3.890  -0.910  -1.116
C  -4.553  -1.333  0.170
O  -4.530  -2.722  0.357
O  -2.490  -0.966  -0.972
H  -4.125  0.136  -1.352
H  -4.213  -1.626  -1.884
H  -5.633  -1.089  0.151
H  -4.096  -0.816  1.027
H  -3.529  -3.008  0.331
H  -2.321  -1.936  -0.525

Output
Frontier orbital gap (eV): 3.232
HOMO (Ha): 0.0072
Spin multiplicity: 1
LUMO level (eV): 3.43
Largest force on an atom (eV Å⁻¹): 2.62
Net charge: -2
Relative energy (zero: lowest compared OMol25 entry of this formula, charge and spin) (kcal/mol): 20.4

Atom charges from the Löwdin analysis, given in e for atoms 1 to 2: number 1, K, carries 0.8300; number 2, P, carries 0.0111

=====

Entry 2:
C36H58O6PSeW as an isolated structure, computed with ωB97M-V/def2-TZVPD.

CARTESIAN COORDINATES (ANGSTROEM)
W  -0.259  1.779  -0.471
C  -6.046  -2.138  3.058
C  -4.590  -2.598  2.905
C  -4.558  -4.017  2.318
C  -3.942  -2.631  4.288
C  -3.859  -1.651  1.957
C  -2.750  -0.908  2.337
C  -2.131  -0.096  1.407
Se  -0.624  0.965  1.950
C  0.847  -0.266  1.787
C  1.167  -1.102  2.838
C  2.246  -1.972  2.719
C  2.973  -1.935  1.531
C  2.683  -1.091  0.456
C  1.588  -0.244  0.612
O  1.199  0.599  -0.413
C  3.511  -1.109  -0.833
C  4.089  0.287  -1.114
C  4.689  -2.082  -0.735
C  2.626  -1.566  -2.004
C  2.588  -2.912  3.873
C  1.378  -3.811  4.163
C  3.787  -3.805  3.553
C  2.920  -2.080  5.120
C  -2.585  0.038  0.099
O  -1.858  0.830  -0.785
C  -3.722  -0.662  -0.311
C  -4.305  -1.492  0.649
C  -4.397  -0.624  -1.692
C  -3.799  0.371  -2.687
C  -5.874  -0.235  -1.507
C  -4.308  -2.025  -2.316
H  -6.580  -2.809  3.731
H  -6.574  -2.137  2.103
H  -6.095  -1.129  3.472
H  -5.076  -4.707  2.986
H  -3.530  -4.365  2.197
H  -5.049  -4.065  1.345
H  -4.491  -3.322  4.929
H  -3.962  -1.651  4.770
H  -2.907  -2.978  4.242
H  -2.361  -0.957  3.345
H  0.575  -1.074  3.745
H  3.816  -2.599  1.430
H  4.725  0.606  -0.284
H  3.311  1.034  -1.261
H  4.706  0.255  -2.014
H  5.373  -1.816  0.072
H  5.252  -2.048  -1.668
H  4.357  -3.111  -0.589
H  1.774  -0.905  -2.153
H  2.252  -2.576  -1.828
H  3.213  -1.580  -2.924
H  1.118  -4.410  3.288
H  0.500  -3.229  4.449
H  1.605  -4.490  4.986
H  3.599  -4.442  2.687
H  3.987  -4.457  4.404
H  4.691  -3.222  3.367
H  2.079  -1.455  5.426
H  3.776  -1.430  4.937
H  3.164  -2.740  5.954
H  -5.177  -2.056  0.348
H  -3.841  1.392  -2.310
H  -4.389  0.330  -3.604
H  -2.769  0.128  -2.942
H  -5.961  0.754  -1.053
H  -6.417  -0.942  -0.882
H  -6.369  -0.208  -2.479
H  -3.267  -2.321  -2.460
H  -4.801  -2.026  -3.290
H  -4.792  -2.781  -1.698
C  -1.413  3.094  -3.658
C  0.013  2.584  -3.666
C  0.102  1.090  -3.891
C  0.903  3.344  -4.625
O  0.569  2.761  -2.259
P  0.760  4.205  -1.447
O  0.412  5.374  -2.235
O  -0.154  3.728  -0.239
O  2.179  4.084  -0.818
C  3.432  4.794  -1.218
C  3.248  6.271  -0.926
C  3.701  4.522  -2.683
C  4.485  4.169  -0.325
H  -1.863  2.925  -4.637
H  -1.446  4.161  -3.442
H  -2.013  2.547  -2.927
H  -0.256  0.860  -4.894
H  -0.521  0.540  -3.182
H  1.134  0.748  -3.805
H  0.538  3.167  -5.637
H  1.929  2.982  -4.566
H  0.874  4.414  -4.433
H  2.454  6.699  -1.535
H  4.180  6.793  -1.149
H  3.014  6.424  0.127
H  2.932  4.975  -3.309
H  3.745  3.448  -2.872
H  4.660  4.958  -2.962
H  4.237  4.327  0.724
H  5.451  4.633  -0.527
H  4.566  3.099  -0.514

Output
Frontier orbital gap (spin up / spin down) (eV): 8.374 / 7.974
HOMO (spin up / spin down) (Ha): -0.4146 / -0.4185
Spin multiplicity: 3
LUMO level (spin up / spin down) (eV): -2.91 / -3.41
Largest force on an atom (eV Å⁻¹): 0.37
Expectation value of S²: 2.0094
Net charge: +1
Relative energy (zero: lowest compared OMol25 entry of this formula, charge and spin) (kcal/mol): 0.0

Atom charges from the Löwdin analysis, given in e for atoms 1 to 2: number 1, W, carries 1.5989; number 2, C, carries -0.0354

=====

Entry 3:
C18H25BrN2O3S2 in the gas phase in a non-equilibrium geometry, computed with ωB97M-V/def2-TZVPD.

CARTESIAN COORDINATES (ANGSTROEM)
O  0.628  0.260  -1.167
C  0.777  -0.940  -1.051
N  -0.257  -1.800  -1.001
H  -0.094  -2.771  -0.788
C  -1.621  -1.312  -0.971
H  -2.279  -2.083  -1.374
H  -1.659  -0.429  -1.613
C  -2.052  -0.904  0.447
C  -3.377  -0.192  0.413
C  -3.444  1.131  0.348
C  -4.719  1.908  0.254
C  -5.894  1.013  -0.128
C  -5.864  -0.256  0.716
C  -4.606  -1.059  0.394
H  -4.491  -1.876  1.111
H  -4.707  -1.511  -0.599
H  -6.751  -0.864  0.527
H  -5.859  0.017  1.773
H  -6.835  1.546  0.018
H  -5.819  0.743  -1.183
H  -4.597  2.711  -0.477
H  -4.914  2.385  1.221
H  -2.537  1.720  0.365
H  -1.287  -0.236  0.845
H  -2.107  -1.791  1.084
C  2.171  -1.557  -0.900
C  2.536  -1.363  0.585
C  4.041  -1.460  0.840
N  4.793  -0.614  -0.050
S  5.069  0.949  0.418
O  5.575  0.894  1.756
O  5.838  1.572  -0.614
C  3.505  1.801  0.530
C  2.728  1.890  1.647
C  1.505  2.548  1.413
C  1.394  2.942  0.112
S  2.785  2.551  -0.836
Br  -0.068  3.802  -0.651
H  0.745  2.712  2.155
H  3.039  1.494  2.596
C  4.587  -0.910  -1.446
C  3.119  -0.814  -1.851
H  2.997  -1.212  -2.861
H  2.816  0.233  -1.875
H  5.189  -0.198  -2.012
H  4.971  -1.920  -1.628
H  4.283  -1.146  1.856
H  4.386  -2.490  0.697
H  2.186  -0.380  0.901
H  2.018  -2.111  1.189
H  2.159  -2.624  -1.139

Output
Frontier orbital gap (eV): 9.256
HOMO (Ha): -0.3234
Spin multiplicity: 1
SMILES: O=C(NCCC1=CCCCC1)C1CCN(S(=O)(=O)c2ccc(Br)s2)CC1
LUMO level (eV): 0.46
Largest force on an atom (eV Å⁻¹): 1.02
Net charge: 0

Atom charges from the Löwdin analysis, given in e for atoms 1 to 2: number 1, O, carries 0.0422; number 2, C, carries -0.4719

=====

Entry 4:
C10H14BI2O4PS2Y as an isolated structure, computed with ωB97M-V/def2-TZVPD.

CARTESIAN COORDINATES (ANGSTROEM)
Y  0.379  -0.944  -0.974
C  3.228  3.282  2.732
C  3.675  1.899  2.332
O  3.509  1.739  0.891
P  2.434  0.722  0.351
S  2.722  -1.193  0.684
S  0.524  1.185  0.663
O  2.540  0.915  -1.269
C  3.835  0.800  -1.921
C  3.611  0.255  -3.308
H  3.337  3.402  3.811
H  2.181  3.436  2.473
H  3.830  4.042  2.236
H  3.106  1.123  2.848
H  4.733  1.731  2.525
H  4.470  0.136  -1.332
H  4.272  1.797  -1.933
H  3.199  -0.756  -3.262
H  4.557  0.197  -3.848
H  2.937  0.897  -3.875
O  -3.064  0.172  -0.665
B  -2.153  -0.898  -0.678
O  -2.825  -2.067  -0.298
C  -4.127  -1.709  -0.052
C  -5.180  -2.499  0.350
C  -6.407  -1.863  0.522
C  -6.553  -0.497  0.298
C  -5.480  0.291  -0.109
C  -4.272  -0.351  -0.276
H  -5.054  -3.560  0.521
H  -7.265  -2.442  0.837
H  -7.522  -0.037  0.443
H  -5.580  1.353  -0.286
I  0.408  -3.799  -0.626
I  1.994  -6.761  0.192

Output
Frontier orbital gap (spin up / spin down) (eV): 7.517 / 6.224
HOMO (spin up / spin down) (Ha): -0.3118 / -0.3119
Spin multiplicity: 2
LUMO level (spin up / spin down) (eV): -0.97 / -2.26
Largest force on an atom (eV Å⁻¹): 0.66
Expectation value of S²: 0.7538
Net charge: 0

Atom charges from the Löwdin analysis, given in e for atoms 1 to 2: number 1, Y, carries 0.8021; number 2, C, carries -0.0698

=====

Entry 5:
An isolated ion of composition C3H10NOS and charge +2 in a non-equilibrium geometry, computed with ωB97M-V/def2-TZVPD.

CARTESIAN COORDINATES (ANGSTROEM)
C  1.198  0.060  -0.871
O  2.302  -0.872  -0.378
C  0.025  -0.378  -0.140
C  -1.372  0.165  -0.420
S  -2.589  -0.190  0.815
N  0.359  0.099  1.297
H  0.974  0.000  -1.911
H  1.462  1.083  -0.562
H  2.807  -0.966  -1.113
H  0.039  -1.572  -0.173
H  -1.767  -0.159  -1.474
H  -1.455  1.225  -0.348
H  -3.413  0.863  0.179
H  -0.326  -0.247  1.961
H  0.444  1.034  1.612
H  1.313  -0.146  1.528

Output
Frontier orbital gap (spin up / spin down) (eV): 9.815 / 5.557
HOMO (spin up / spin down) (Ha): -0.7063 / -0.7063
Spin multiplicity: 2
LUMO level (spin up / spin down) (eV): -9.40 / -13.66
Largest force on an atom (eV Å⁻¹): 5.95
Expectation value of S²: 0.7533
Net charge: +2
Relative energy (zero: lowest compared OMol25 entry of this formula, charge and spin) (kcal/mol): 44.5

Atom charges from the Löwdin analysis, given in e for atoms 1 to 2: number 1, C, carries -0.1311; number 2, O, carries 0.0149

=====

Entry 6:
C5H7NO in the gas phase in a non-equilibrium geometry, computed with ωB97M-V/def2-TZVPD.

CARTESIAN COORDINATES (ANGSTROEM)
C  -0.440  -0.392  1.512
C  0.344  -0.489  0.197
C  0.166  0.761  -0.685
C  -0.828  0.550  -1.805
O  -1.400  -0.490  -2.023
C  1.768  -0.735  0.464
N  2.893  -0.920  0.665
H  -0.341  -1.309  2.099
H  -1.501  -0.235  1.295
H  -0.079  0.446  2.118
H  -0.032  -1.349  -0.372
H  -0.173  1.619  -0.088
H  1.109  1.080  -1.147
H  -0.998  1.438  -2.448

Output
Frontier orbital gap (eV): 11.264
HOMO (Ha): -0.3862
Spin multiplicity: 1
SMILES: C[C@H](C#N)CC=O
LUMO level (eV): 0.75
Largest force on an atom (eV Å⁻¹): 1.11
Net charge: 0
Relative energy (zero: lowest compared OMol25 entry of this formula, charge and spin) (kcal/mol): 17.6

Atom charges from the Löwdin analysis, given in e for atoms 1 to 2: number 1, C, carries -0.0568; number 2, C, carries -0.3593

=====

Question: What is the spin multiplicity in the third record?
Answer: 1